[1]
{
  "formula": "C14H25LuN5O6",
  "method": "ωB97M-V/def2-TZVPD",
  "total_charge": 1,
  "molar_mass_g_mol": 534.350,
  "gap_ha": [0.150, 0.148],
  "e_lumo_ev": [-4.888, -4.912],
  "e_above_lowest_ev": 0.0000,
  "symbols": ["O", "H", "Lu", "N", "N", "N", "N", "O", "O", "O", "O", "C", "C", "C", "C", "C", "H", "H", "H", "C", "H", "H", "H", "C", "C", "H", "H", "H", "H", "H", "H", "H", "H", "C", "H", "H", "H", "O", "H", "H", "C", "C", "C", "N", "C", "C", "H", "H", "H", "H", "H"],
  "xyz": [[-1.657, -0.195, -3.295], [-1.936, -1.065, -2.930], [0.691, 0.244, -0.726], [1.583, -1.837, -1.175], [-0.825, -1.752, -0.783], [0.380, 2.598, -0.437], [-1.276, 1.043, 0.530], [2.859, -1.721, -1.194], [1.228, 3.389, -1.227], [-2.309, 0.260, 0.977], [-2.119, -1.711, -0.528], [-0.339, -3.038, -0.857], [1.043, -3.095, -1.106], [-0.394, 3.199, 0.471], [-1.351, 2.290, 1.033], [1.855, -4.333, -1.219], [1.760, -4.804, -2.212], [1.530, -5.079, -0.480], [2.903, -4.073, -1.039], [-1.187, -4.254, -0.620], [-2.201, -4.069, -0.996], [-1.277, -4.534, 0.448], [-0.773, -5.129, -1.144], [-0.327, 4.630, 0.863], [-2.309, 2.722, 2.078], [0.388, 5.156, 0.232], [-0.019, 4.758, 1.907], [-1.307, 5.106, 0.769], [-2.989, 1.927, 2.365], [-2.903, 3.575, 1.746], [-1.756, 3.041, 2.965], [1.554, 2.663, -1.880], [-2.258, -0.581, 0.345], [-3.190, 0.668, -3.850], [-2.801, 1.109, -4.748], [-3.283, 1.284, -2.960], [-3.822, -0.193, -3.884], [1.674, 1.076, -2.260], [-0.814, -0.387, -3.750], [2.480, 0.797, -2.707], [2.601, -0.044, 3.933], [3.166, 0.833, 2.993], [2.584, 0.906, 1.725], [1.537, 0.109, 1.395], [0.971, -0.729, 2.306], [1.482, -0.826, 3.603], [3.053, -0.119, 4.925], [4.046, 1.452, 3.193], [2.929, 1.576, 0.920], [0.111, -1.330, 1.974], [1.011, -1.510, 4.318]]
}

=====

[2]
{
  "formula": "C14H25LuN5O6",
  "method": "ωB97M-V/def2-TZVPD",
  "total_charge": 1,
  "molar_mass_g_mol": 534.350,
  "gap_ha": [0.159, 0.159],
  "e_lumo_ev": [-6.135, -6.133],
  "e_above_lowest_ev": 2.5244,
  "symbols": ["O", "H", "Lu", "N", "N", "N", "N", "O", "O", "O", "O", "C", "C", "C", "C", "C", "H", "H", "H", "C", "H", "H", "H", "C", "C", "H", "H", "H", "H", "H", "H", "H", "H", "C", "H", "H", "H", "O", "H", "H", "C", "C", "C", "N", "C", "C", "H", "H", "H", "H", "H"],
  "xyz": [[-1.773, 2.722, -0.594], [-2.165, 3.615, -0.607], [-0.577, 0.517, -0.592], [-0.784, 1.428, 1.438], [1.204, 1.837, 0.058], [-1.506, -1.505, -1.076], [0.903, -0.909, -1.708], [-1.709, 0.905, 2.108], [-2.785, -1.936, -0.594], [2.262, -0.704, -1.867], [2.370, 1.712, -0.514], [0.964, 2.856, 0.953], [-0.206, 2.639, 1.721], [-0.857, -2.444, -1.777], [0.479, -2.097, -2.178], [-0.935, 3.638, 2.545], [-1.861, 3.982, 2.042], [-0.312, 4.515, 2.727], [-1.218, 3.207, 3.505], [1.768, 4.110, 1.005], [1.796, 4.593, 0.015], [2.793, 3.920, 1.341], [1.318, 4.821, 1.702], [-1.503, -3.755, -2.059], [1.269, -3.107, -2.979], [-2.580, -3.694, -1.857], [-1.083, -4.562, -1.432], [-1.350, -4.087, -3.091], [2.331, -2.845, -2.979], [0.920, -3.176, -4.030], [1.155, -4.128, -2.569], [-3.234, -1.121, -0.223], [2.415, 0.198, -1.462], [-0.863, 1.661, -2.551], [-1.557, 2.386, -1.949], [-1.294, 1.104, -3.386], [0.033, 2.184, -2.842], [-3.741, 1.146, -0.311], [-3.036, 1.881, -0.193], [-3.874, 1.227, -1.276], [2.050, -2.749, 3.176], [0.780, -3.055, 2.687], [0.207, -2.234, 1.705], [0.825, -1.144, 1.243], [2.061, -0.867, 1.673], [2.702, -1.636, 2.651], [2.524, -3.370, 3.928], [0.211, -3.909, 3.015], [-0.773, -2.439, 1.279], [2.550, -0.008, 1.222], [3.689, -1.326, 2.957]]
}

=====

[3]
{
  "formula": "C14H25N3O3S",
  "method": "ωB97M-V/def2-TZVPD",
  "smiles": "C/C(C[C@@H]1C[C@@H](COCCC(C)C)OC1=O)=N\\NC(N)=S",
  "total_charge": 0,
  "molar_mass_g_mol": 315.439,
  "gap_ha": 0.321,
  "e_lumo_ev": 0.504,
  "e_above_lowest_ev": 0.0535,
  "symbols": ["C", "C", "C", "C", "C", "C", "C", "O", "C", "C", "C", "C", "C", "O", "C", "O", "N", "N", "C", "N", "S", "H", "H", "H", "H", "H", "H", "H", "H", "H", "H", "H", "H", "H", "H", "H", "H", "H", "H", "H", "H", "H", "H", "H", "H", "H"],
  "xyz": [[-2.322, -2.397, -0.672], [-2.019, -0.933, -0.522], [-2.211, -0.287, 0.819], [-0.933, -0.418, 1.653], [-0.695, -1.727, 2.398], [0.127, -1.267, 3.612], [1.650, -1.383, 3.377], [2.050, -1.065, 2.069], [2.412, 0.290, 1.838], [2.571, 0.470, 0.328], [2.431, 1.918, -0.151], [2.881, 2.013, -1.609], [0.992, 2.418, -0.026], [-0.254, 0.090, 3.840], [-0.858, 0.618, 2.769], [-1.241, 1.751, 2.725], [-1.545, -0.187, -1.438], [-1.264, -0.663, -2.666], [-0.750, 0.144, -3.635], [-0.537, 1.427, -3.303], [-0.396, -0.493, -5.113], [-1.422, -2.950, -0.945], [-2.712, -2.807, 0.254], [-3.063, -2.553, -1.459], [-2.400, 0.780, 0.685], [-3.057, -0.733, 1.344], [-0.086, -0.210, 0.993], [-1.639, -2.165, 2.725], [-0.140, -2.454, 1.811], [-0.118, -1.816, 4.527], [1.933, -2.428, 3.533], [2.170, -0.761, 4.116], [3.354, 0.514, 2.359], [1.647, 0.969, 2.230], [3.545, 0.077, 0.032], [1.817, -0.145, -0.170], [3.082, 2.554, 0.459], [3.914, 1.692, -1.717], [2.803, 3.037, -1.967], [2.258, 1.380, -2.238], [0.315, 1.741, -0.542], [0.901, 3.406, -0.472], [0.673, 2.496, 1.009], [-1.412, -1.635, -2.923], [-0.232, 2.066, -4.014], [-0.869, 1.764, -2.413]]
}